Entry from the OMol25 dataset: a structure of composition C25H29InNO3 (ωB97M-V with the def2-TZVPD basis set).

```
59
Properties=species:S:1:pos:R:3:mulliken_charge:R:1
C -3.330 1.393 1.058 -0.60
C -3.152 0.505 0.088 -0.17
C -2.959 -0.725 -0.975 0.78
C -4.300 -1.625 -0.908 -0.54
C -4.063 -3.221 -0.761 -0.91
In -2.225 -4.035 -1.804 0.70
C -1.276 -5.529 -0.333 -1.21
C -0.604 -4.724 0.929 0.16
C 0.957 -4.383 0.685 -0.77
C 1.149 -2.758 0.611 -0.18
N 1.302 -2.140 1.973 -0.38
C -0.029 -1.759 2.556 0.31
C -0.577 -2.592 3.814 -0.92
O -0.683 -0.765 2.081 -0.48
H -3.254 1.918 2.083 0.39
H -2.916 -0.244 -2.018 0.31
H -1.996 -1.257 -0.650 -0.54
H -5.046 -1.428 -1.780 0.28
H -4.872 -1.282 0.051 0.25
H -4.979 -3.730 -1.281 0.31
H -4.125 -3.568 0.351 0.20
H -0.944 -2.763 -2.055 -0.38
H -2.566 -4.955 -3.305 -0.39
H -2.126 -6.171 0.119 0.22
H -0.453 -6.172 -0.841 0.37
H -1.219 -3.738 1.030 -0.08
H -0.747 -5.289 1.928 0.18
H 1.679 -4.872 1.436 0.28
H 1.231 -4.778 -0.361 0.37
H 0.297 -2.274 -0.006 0.06
H 2.134 -2.555 0.016 0.35
H 1.805 -1.236 1.807 0.34
H -1.726 -2.649 3.885 0.26
H -0.192 -3.682 3.706 0.27
H -0.193 -2.143 4.815 0.31
C -0.998 3.475 1.341 -0.91
C -0.652 2.151 1.074 -0.06
C 0.489 1.867 0.328 -0.99
C 1.280 2.907 -0.164 0.17
C 0.919 4.233 0.083 0.34
C -0.216 4.515 0.847 -0.81
C 1.721 5.344 -0.473 0.67
O 1.409 6.505 -0.255 -0.70
C 2.903 5.029 -1.307 0.12
C 3.636 6.067 -1.887 -0.52
C 4.757 5.781 -2.661 -0.45
C 5.155 4.459 -2.851 -0.45
C 4.423 3.422 -2.280 -0.51
C 3.290 3.706 -1.514 0.19
C 2.499 2.594 -0.940 0.44
O 2.845 1.436 -1.110 -0.68
H -1.882 3.697 1.931 0.17
H -1.266 1.343 1.448 1.06
H 0.756 0.833 0.128 0.70
H -0.494 5.544 1.055 0.43
H 3.334 7.100 -1.740 0.45
H 5.322 6.589 -3.116 0.38
H 6.033 4.236 -3.449 0.38
H 4.736 2.393 -2.435 0.46
```

Charge: -1
Gap between HOMO and LUMO, Ha: 0.1986
F_max, eV/A: 6.95
Molar mass, g/mol: 506.33

***

Entry from the OMol25 dataset: a cluster of 2 separate species, C25H29N2O2 in total (ωB97M-V with the def2-TZVPD basis set).

```
58
Properties=species:S:1:pos:R:3:nbo_charge:R:1
C 4.975 -0.053 2.163 -0.26
O 4.343 1.190 2.530 -0.50
C 2.993 1.311 2.425 0.34
C 2.450 2.586 2.727 -0.28
C 1.094 2.790 2.669 -0.14
C 0.204 1.717 2.391 -0.17
C -1.219 1.938 2.416 -0.01
C -2.149 0.948 2.644 -0.28
C -3.545 1.166 2.470 0.29
N -4.690 1.343 2.291 -0.28
C -1.804 -0.309 3.214 0.29
N -1.544 -1.356 3.676 -0.31
C 0.762 0.467 2.022 -0.06
C 2.130 0.253 2.046 -0.34
H 6.034 0.155 2.310 0.20
H 4.655 -0.873 2.821 0.18
H 4.785 -0.312 1.112 0.19
H 3.145 3.375 3.004 0.22
H 0.681 3.782 2.861 0.21
H -1.585 2.958 2.286 0.23
H 0.099 -0.335 1.691 0.24
H 2.541 -0.725 1.786 0.22
C -3.191 2.944 -3.354 -0.60
C -2.823 1.927 -2.272 -0.07
C -1.419 1.400 -2.572 -0.61
C -2.814 2.652 -0.923 -0.61
C -3.830 0.751 -2.233 -0.17
C -3.664 -0.340 -1.255 0.48
O -2.724 -0.325 -0.415 -0.83
C -4.640 -1.445 -1.290 -0.18
C -4.504 -2.643 -0.318 -0.07
C -5.631 -3.657 -0.522 -0.60
C -4.551 -2.159 1.133 -0.60
C -3.171 -3.355 -0.556 -0.61
C -5.668 -1.400 -2.209 -0.15
C -5.804 -0.347 -3.111 -0.36
C -4.890 0.705 -3.115 -0.21
H -4.181 3.372 -3.170 0.20
H -2.467 3.767 -3.361 0.19
H -3.179 2.482 -4.346 0.20
H -1.114 0.685 -1.804 0.24
H -1.410 0.897 -3.546 0.20
H -0.706 2.233 -2.600 0.18
H -2.499 1.966 -0.133 0.23
H -2.126 3.507 -0.959 0.17
H -3.823 3.011 -0.682 0.21
H -5.610 -4.069 -1.536 0.20
H -5.521 -4.492 0.180 0.19
H -6.608 -3.198 -0.342 0.20
H -3.694 -1.511 1.338 0.23
H -5.468 -1.583 1.311 0.21
H -4.524 -3.020 1.813 0.18
H -2.344 -2.659 -0.399 0.24
H -3.074 -4.200 0.136 0.18
H -3.126 -3.735 -1.584 0.19
H -6.405 -2.204 -2.248 0.18
H -6.627 -0.348 -3.821 0.18
H -5.033 1.505 -3.843 0.19
```

Charge: -1
Gap between HOMO and LUMO, Ha: 0.1606
F_max, eV/A: 3.31
Molar mass, g/mol: 389.52

***

Entry from the OMol25 dataset: an isolated molecule of C25H29N3O5S (ωB97M-V with the def2-TZVPD basis set).

```
63
Properties=species:S:1:pos:R:3:nbo_charge:R:1
C -3.504 -0.363 2.556 -0.25
O -3.746 0.054 1.233 -0.53
C -5.015 0.427 0.897 0.36
C -6.063 0.598 1.788 -0.29
C -7.300 1.037 1.340 -0.21
C -7.502 1.307 0.002 -0.22
C -6.469 1.114 -0.901 -0.22
C -5.230 0.672 -0.469 0.07
N -4.169 0.466 -1.354 -0.85
S -3.307 -0.988 -1.319 2.31
O -4.048 -2.020 -0.658 -0.92
O -2.933 -1.202 -2.690 -0.94
C -1.801 -0.623 -0.428 -0.27
C -1.228 -1.621 0.334 -0.20
C -0.014 -1.389 0.960 -0.20
C 0.610 -0.153 0.822 -0.14
C 1.934 0.168 1.440 0.67
O 2.219 1.292 1.804 -0.62
N 2.770 -0.894 1.581 -0.62
C 4.184 -0.678 1.774 -0.23
C 4.940 -0.815 0.435 -0.10
C 4.321 0.208 -0.492 0.01
C 3.253 -0.122 -1.309 -0.22
C 2.614 0.838 -2.075 -0.25
C 3.045 2.148 -2.016 -0.19
C 4.108 2.502 -1.201 -0.29
C 4.748 1.542 -0.428 0.29
O 5.789 1.800 0.416 -0.51
C 6.188 3.137 0.599 -0.25
N 4.836 -2.158 -0.138 -0.45
C 5.208 -3.212 0.786 -0.41
C 5.651 -2.250 -1.336 -0.42
C 0.003 0.848 0.067 -0.10
C -1.199 0.611 -0.573 -0.21
H -2.456 -0.657 2.583 0.21
H -3.667 0.453 3.268 0.18
H -4.131 -1.218 2.823 0.18
H -5.925 0.398 2.838 0.22
H -8.103 1.167 2.049 0.22
H -8.463 1.654 -0.348 0.22
H -6.621 1.305 -1.954 0.21
H -4.385 0.694 -2.314 0.42
H -1.746 -2.562 0.429 0.24
H 0.427 -2.160 1.574 0.22
H 2.546 -1.738 1.075 0.40
H 4.308 0.344 2.137 0.25
H 4.569 -1.367 2.527 0.20
H 5.995 -0.546 0.623 0.20
H 2.927 -1.150 -1.347 0.23
H 1.779 0.561 -2.701 0.22
H 2.553 2.911 -2.601 0.21
H 4.420 3.533 -1.165 0.22
H 6.579 3.573 -0.326 0.17
H 5.363 3.750 0.974 0.18
H 6.982 3.106 1.344 0.20
H 6.205 -3.060 1.227 0.17
H 4.476 -3.297 1.586 0.19
H 5.216 -4.156 0.242 0.21
H 5.461 -3.207 -1.821 0.20
H 6.727 -2.175 -1.114 0.17
H 5.385 -1.452 -2.025 0.22
H 0.501 1.803 -0.010 0.24
H -1.679 1.368 -1.171 0.24
```

Charge: 0
Gap between HOMO and LUMO, Ha: 0.3252
SMILES: COc1ccccc1NS(=O)(=O)c1ccc(C(=O)NC[C@H](c2ccccc2OC)N(C)C)cc1
F_max, eV/A: 0.97
Energy above the lowest of the compared OMol25 structures with the same formula, charge and spin, eV: 2.562
Molar mass, g/mol: 483.59

***

Entry from the OMol25 dataset: an isolated molecule of C25H29N3O6 (ωB97M-V with the def2-TZVPD basis set).

```
63
Properties=species:S:1:pos:R:3:nbo_charge:R:1
C -0.722 1.771 5.015 -0.64
C 0.664 1.620 5.624 -0.07
O 1.676 1.595 4.622 -0.52
C 1.859 0.415 3.999 0.90
O 1.288 -0.612 4.289 -0.68
N 2.822 0.503 3.049 -0.45
C 3.108 -0.652 2.235 -0.23
C 2.503 -0.469 0.839 -0.22
N 2.766 0.876 0.363 -0.44
C 1.968 1.527 -0.516 0.69
O 2.197 2.647 -0.923 -0.61
C 0.830 0.714 -1.087 0.11
C 0.961 0.112 -2.277 -0.24
C -0.069 -0.630 -2.998 -0.08
C -1.400 -0.226 -3.054 -0.23
C -2.320 -0.977 -3.755 -0.23
C -1.968 -2.146 -4.424 0.25
O -3.012 -2.764 -5.043 -0.49
C -2.822 -3.881 -5.881 -0.24
C -0.619 -2.553 -4.396 0.30
O -0.269 -3.699 -5.067 -0.52
C 1.083 -4.078 -5.104 -0.25
C 0.295 -1.784 -3.692 -0.28
N -0.337 0.669 -0.332 -0.62
C -0.539 1.337 0.843 0.67
O 0.308 2.032 1.367 -0.60
C -1.896 1.138 1.420 -0.16
C -2.505 2.217 2.053 -0.16
C -3.756 2.075 2.624 -0.21
C -4.400 0.849 2.582 -0.19
C -3.792 -0.233 1.967 -0.23
C -2.546 -0.093 1.383 -0.14
C 3.756 1.628 1.100 -0.24
C 3.299 1.783 2.552 -0.22
H -0.744 2.636 4.358 0.21
H -0.970 0.886 4.435 0.22
H -1.460 1.897 5.802 0.21
H 0.722 0.699 6.214 0.20
H 0.915 2.480 6.250 0.18
H 2.663 -1.520 2.724 0.26
H 4.191 -0.793 2.177 0.19
H 2.930 -1.205 0.145 0.19
H 1.426 -0.640 0.901 0.21
H 1.935 0.147 -2.743 0.22
H -1.712 0.708 -2.610 0.22
H -3.352 -0.670 -3.814 0.23
H -3.813 -4.113 -6.271 0.19
H -2.437 -4.742 -5.330 0.18
H -2.149 -3.654 -6.711 0.18
H 1.708 -3.305 -5.564 0.18
H 1.466 -4.311 -4.105 0.18
H 1.114 -4.977 -5.717 0.20
H 1.331 -2.084 -3.659 0.22
H -1.097 0.130 -0.726 0.42
H -1.986 3.163 2.079 0.23
H -4.227 2.918 3.107 0.22
H -5.375 0.735 3.033 0.22
H -4.289 -1.191 1.944 0.22
H -2.072 -0.951 0.928 0.21
H 3.833 2.609 0.628 0.26
H 4.725 1.123 1.036 0.19
H 4.122 2.149 3.177 0.19
H 2.474 2.497 2.596 0.24
```

Charge: 0
Gap between HOMO and LUMO, Ha: 0.3047
SMILES: CCOC(=O)N1CCN(C(=O)/C(=C/c2ccc(OC)c(OC)c2)NC(=O)c2ccccc2)CC1
F_max, eV/A: 0.58
Energy above the lowest of the compared OMol25 structures with the same formula, charge and spin, eV: 1.128
Molar mass, g/mol: 467.52

***

no.,DFT total energy (eV)
1,-39195.49954
2,-33470.83855
3,-51938.05674
4,-43151.26942